1.
{"formula": "C29H44F10N3OS", "method": "ωB97M-V/def2-TZVPD", "elements": ["C", "C", "C", "C", "C", "N", "C", "C", "C", "F", "F", "C", "F", "F", "S", "F", "F", "F", "F", "F", "C", "O", "C", "C", "C", "C", "C", "C", "C", "C", "C", "C", "C", "C", "C", "C", "N", "C", "F", "C", "C", "C", "C", "N", "H", "H", "H", "H", "H", "H", "H", "H", "H", "H", "H", "H", "H", "H", "H", "H", "H", "H", "H", "H", "H", "H", "H", "H", "H", "H", "H", "H", "H", "H", "H", "H", "H", "H", "H", "H", "H", "H", "H", "H", "H", "H", "H", "H"], "xyz": [[2.147996, 0.368871, 4.013037], [0.837558, 0.189737, 4.148769], [0.099871, -1.001429, 3.588325], [-0.649527, -0.677194, 2.270020], [0.437375, -0.212477, 1.263179], [-0.224846, -0.438513, -0.036529], [-1.367803, 0.549841, -0.140503], [-1.091516, 1.997609, 0.274452], [-1.740719, 2.499161, 1.586679], [-2.908109, 1.864629, 1.818132], [-0.824916, 2.336655, 2.579184], [-2.018101, 4.028698, 1.431058], [-0.932155, 4.588201, 0.882666], [-3.058531, 4.160415, 0.609584], [-2.378244, 4.988060, 3.016165], [-0.863048, 4.916373, 3.447740], [-2.775769, 3.691087, 3.830466], [-3.912546, 5.148607, 2.607303], [-2.089166, 6.335639, 2.207188], [-2.659969, 5.859613, 4.299447], [0.745339, -0.285092, -1.174179], [0.782851, 1.036572, -1.656405], [2.061148, 1.565197, -1.804641], [2.914650, 1.794705, -0.750843], [4.171376, 2.327893, -0.896394], [5.014258, 2.535951, 0.352817], [4.602253, 2.659982, -2.164099], [3.740972, 2.443131, -3.216401], [2.480441, 1.912619, -3.066398], [1.619151, 1.755402, -4.311393], [1.444715, 0.283039, -4.778987], [0.268495, 2.501856, -4.104507], [-0.652034, -1.913679, -0.006752], [-1.823636, -2.060959, -1.020184], [-2.120701, -3.433264, -1.610533], [-3.141110, -4.429685, -1.038339], [-1.505702, -3.724010, -2.689775], [0.414928, -2.992012, -0.265384], [1.706211, -2.711192, 0.199090], [0.079573, -4.393677, 0.295442], [0.422698, -5.542631, -0.683547], [-1.047014, -2.021069, 1.526784], [-2.473955, -2.542349, 1.891871], [-3.547873, -1.565916, 2.015081], [2.607475, 1.337079, 4.194578], [2.815080, -0.459321, 3.766965], [0.302399, 0.985973, 4.669150], [0.844855, -1.798769, 3.447809], [-0.613739, -1.373953, 4.337131], [-1.461257, -0.010192, 2.552461], [1.240091, -0.922046, 1.502179], [0.966134, 0.728663, 1.401278], [-1.574973, 0.600175, -1.212917], [-2.283999, 0.165406, 0.305132], [-1.499075, 2.642530, -0.512206], [-0.043513, 2.294180, 0.315868], [1.756678, -0.552638, -0.856305], [0.469427, -0.927250, -2.019784], [2.569246, 1.515695, 0.246943], [4.565055, 1.933102, 1.151225], [4.993137, 3.574610, 0.690093], [6.021603, 2.144205, 0.195850], [5.591084, 3.078226, -2.319871], [4.084662, 2.738742, -4.204845], [2.118496, 2.291864, -5.123337], [0.385872, 0.018859, -4.872803], [2.002902, -0.416137, -4.149817], [1.847554, 0.189100, -5.793425], [0.476170, 3.345465, -3.431528], [-0.495062, 1.886491, -3.624469], [-0.085086, 2.968408, -5.028190], [-2.763025, -1.676209, -0.610269], [-1.618217, -1.426043, -1.888188], [-2.713346, -5.136215, -0.327057], [-3.609553, -4.926303, -1.890824], [-3.951312, -3.850164, -0.573720], [-1.789495, -4.651557, -3.008964], [0.513296, -3.132983, -1.349508], [0.588946, -4.488202, 1.258570], [-0.986205, -4.447429, 0.537576], [-0.446624, -6.210816, -0.716518], [0.636170, -5.214768, -1.700624], [1.222630, -6.151404, -0.256297], [-0.414772, -2.688660, 2.120122], [-2.830216, -3.339013, 1.234994], [-2.374650, -3.000195, 2.884006], [-3.821967, -1.124265, 1.150687], [-3.427761, -0.908642, 2.770206]], "atomic_forces_ev_per_a": [[0.2, -0.2, 0.1], [0.1, 0.4, -0.1], [-0.1, -0.1, 1.0], [1.4, -0.8, -0.1], [-0.1, -0.5, 2.1], [1.9, 0.2, -0.6], [-0.4, 0.3, -1.5], [-0.3, 0.7, 0.2], [1.0, 0.4, -1.3], [0.2, -0.1, 0.6], [-0.7, -0.3, 0.4], [0.0, -0.5, 0.3], [-0.1, -0.1, -0.1], [0.2, 0.1, -0.2], [-1.3, 1.8, 0.0], [0.0, -0.5, -0.1], [0.6, -0.2, -0.1], [0.2, -0.3, 0.2], [0.2, -0.3, 0.1], [0.0, -0.2, -0.1], [0.9, 0.8, -1.2], [-0.3, -0.4, 0.7], [0.5, 0.4, -0.4], [-1.1, -0.7, 1.2], [0.7, 0.3, 0.9], [-0.6, -0.6, -0.2], [0.1, 0.0, 0.2], [0.9, 0.6, -0.6], [-0.6, -0.3, -1.5], [-0.8, 0.1, 0.1], [0.1, 0.5, -0.4], [0.6, 0.5, 0.2], [-1.6, -0.2, 2.5], [-0.4, -0.1, 0.0], [0.4, -1.2, -0.6], [-0.4, 1.6, -0.2], [0.0, 0.4, 0.4], [0.7, -1.0, -1.3], [-0.3, 0.7, 0.1], [-0.7, 0.5, -0.3], [-0.4, -0.3, 0.9], [-1.0, 0.4, 1.3], [-0.1, 0.7, 0.5], [0.1, -0.5, -0.2], [0.0, -0.3, 0.5], [-0.1, 0.2, -0.5], [-0.3, -0.1, -0.6], [-0.2, 0.1, -0.2], [0.0, 0.0, -0.2], [0.0, 0.1, -0.7], [-0.1, -0.2, -1.1], [-0.9, 0.4, -0.3], [0.0, -0.1, 0.2], [0.4, -0.2, 0.4], [0.0, -0.3, 0.0], [-0.1, -0.3, 0.0], [-0.4, -0.3, 0.4], [-0.3, -0.1, 0.4], [0.2, 0.1, -0.1], [0.2, 0.2, 0.0], [0.3, -0.1, -0.2], [0.0, 0.4, 0.1], [-0.1, 0.0, 0.0], [-0.2, -0.2, 0.0], [0.1, -0.1, 0.3], [0.2, -0.1, 0.3], [-0.3, 0.0, 0.0], [0.0, -0.1, 0.2], [-0.2, -0.1, -0.1], [0.0, 0.0, -0.3], [-0.2, -0.4, 0.0], [0.3, -0.1, 0.2], [0.2, -0.3, 0.1], [-0.1, 0.0, -0.1], [0.2, -0.3, 0.2], [0.1, -0.4, 0.2], [0.1, 0.1, -0.1], [0.1, 0.3, 0.1], [0.1, 0.0, -0.2], [0.2, 0.1, 0.0], [0.2, 0.1, -0.2], [0.2, 0.0, 0.2], [0.2, 0.2, -0.4], [0.3, -0.4, -1.1], [0.3, 0.1, 0.0], [0.0, 0.0, -0.2], [-0.1, 0.2, 0.2], [-0.1, 0.1, -0.1]], "lowdin_charge": [0.012, -0.176, -0.157, -0.205, -0.079, -0.093, -0.044, -0.016, -0.440, 0.127, 0.102, -0.455, 0.133, 0.147, 0.785, -0.112, -0.118, -0.132, -0.127, -0.103, -0.083, -0.042, -0.220, 0.014, -0.260, -0.029, -0.020, -0.012, -0.153, -0.328, -0.041, -0.055, -0.215, -0.051, -0.385, -0.023, 0.163, -0.257, 0.005, -0.157, -0.062, -0.150, -0.201, 0.032, 0.066, 0.072, 0.109, 0.125, 0.129, 0.116, 0.139, 0.121, 0.138, 0.119, 0.143, 0.130, 0.156, 0.152, 0.113, 0.067, 0.089, 0.086, 0.125, 0.126, 0.125, 0.075, 0.076, 0.078, 0.085, 0.062, 0.083, 0.112, 0.123, 0.075, 0.089, 0.083, 0.072, 0.128, 0.126, 0.080, 0.073, 0.073, 0.081, 0.120, 0.086, 0.129, 0.056, 0.072], "e_tot_ev": -75304.79329, "charge": 1, "orbital_gap_ev": 9.43}

2.
{"formula": "C5H8N2O", "method": "ωB97M-V/def2-TZVPD", "elements": ["C", "C", "N", "C", "N", "C", "C", "O", "H", "H", "H", "H", "H", "H", "H", "H"], "xyz": [[1.472499, 1.602534, 0.394610], [1.591351, 0.524896, 1.479267], [-1.239191, -0.248348, -1.732180], [-1.873297, -1.316305, -1.071346], [-1.452449, -1.530311, 0.199078], [-0.244425, 0.498120, -1.257902], [0.756776, 0.731895, -0.539743], [-2.708323, -1.980002, -1.644398], [-1.628556, -0.039681, -2.641597], [-0.738447, -0.965076, 0.627727], [-1.902196, -2.263195, 0.717894], [2.453933, 1.879753, 0.003509], [0.899733, 2.470868, 0.723761], [1.332579, -0.384875, 0.593458], [2.544467, 0.520195, 2.000888], [0.735545, 0.499533, 2.146976]], "atomic_forces_ev_per_a": [[-0.1, -0.4, 0.2], [-0.6, -2.1, -2.0], [-0.4, 0.1, -0.5], [0.2, -0.2, 0.1], [0.0, 0.1, 0.0], [2.0, -0.3, 1.8], [-2.7, 2.1, -3.2], [-0.1, 0.1, 0.0], [0.0, -0.2, 0.1], [-0.1, -0.1, -0.1], [0.1, 0.0, -0.1], [-0.1, 0.1, 0.1], [0.2, 0.1, -0.2], [1.7, 0.9, 3.6], [-0.1, -0.5, 0.0], [0.1, 0.2, 0.2]], "lowdin_charge": [-0.259, -0.105, 0.079, -0.586, 0.189, -0.060, -0.125, 0.059, 0.151, 0.068, 0.115, 0.109, 0.108, 0.131, 0.064, 0.063], "e_tot_ev": -10339.68243, "relative_energy_ev": 3.044, "orbital_gap_ev": 9.41}

3.
{"formula": "C10H18CaF12O17S4", "method": "ωB97M-V/def2-TZVPD", "elements": ["Ca", "C", "F", "F", "F", "S", "O", "O", "O", "C", "F", "F", "F", "S", "O", "O", "O", "C", "F", "F", "F", "S", "O", "O", "O", "C", "F", "F", "F", "S", "O", "O", "O", "C", "C", "O", "O", "H", "H", "H", "H", "H", "H", "C", "C", "O", "O", "H", "H", "H", "H", "H", "H", "C", "C", "O", "H", "H", "H", "H", "H", "H"], "xyz": [[0.145498, -0.079559, 0.189855], [2.460238, 4.253811, -0.757985], [2.740398, 5.129431, -1.701465], [3.629758, 3.751341, -0.287975], [1.847448, 4.967391, 0.126485], [1.262418, 2.988571, -1.608095], [0.048498, 3.756501, -1.852265], [1.955078, 2.658421, -2.853265], [0.944788, 1.824131, -0.812845], [-4.372082, 1.875431, 0.763175], [-5.299132, 2.806381, 0.428075], [-4.348342, 1.550691, 2.074095], [-4.737342, 0.662181, 0.311825], [-2.620682, 2.412801, 0.164285], [-2.843202, 3.121581, -1.108505], [-2.177662, 3.299081, 1.214675], [-1.717702, 1.231111, 0.013455], [-2.924202, -0.256649, -3.361475], [-3.617582, 0.404921, -4.283005], [-3.570442, -0.038379, -2.174075], [-2.854232, -1.622839, -3.531245], [-1.119782, 0.458061, -3.304045], [-0.482942, 0.013851, -2.074035], [-0.508092, -0.196379, -4.466725], [-1.298322, 1.914661, -3.386165], [3.167578, -2.648539, 2.563505], [3.823028, -2.318019, 1.520005], [3.762988, -3.676789, 3.130835], [3.060718, -1.557199, 3.340695], [1.517658, -3.237919, 1.966225], [1.738768, -4.358569, 1.032915], [0.686818, -3.614519, 3.131485], [0.831048, -2.046149, 1.296735], [-2.919792, -2.773649, 1.433055], [-2.717892, -2.145779, 0.032085], [-1.413342, -1.800329, -0.242445], [-2.033402, -2.375629, 2.464425], [-2.908732, -3.834809, 1.184235], [-3.898382, -2.538749, 1.851725], [-3.350802, -1.260369, 0.091925], [-3.136092, -2.904329, -0.629595], [-0.944122, -2.626799, -0.106895], [-1.260202, -2.944609, 2.459435], [0.332728, 0.846041, 3.238265], [1.158098, 1.772231, 2.223065], [2.005408, 0.829331, 1.577695], [-0.588352, 0.060321, 2.493105], [-0.184082, 1.655881, 3.753205], [1.063258, 0.298881, 3.834125], [1.923048, 2.406281, 2.671315], [0.472468, 2.374481, 1.626985], [2.888428, 0.919181, 1.943485], [-1.287092, -0.279349, 3.057005], [3.503408, -1.265549, -3.052805], [3.143068, -0.760679, -1.619875], [1.791608, -1.005899, -1.375065], [3.036068, -0.539289, -3.717815], [3.167098, -2.286479, -3.233655], [4.566568, -1.241539, -3.292015], [3.525088, 0.205311, -1.289665], [3.770048, -1.407699, -1.006385], [1.164898, -0.805249, -2.074045]], "atomic_forces_ev_per_a": [[0.0, 0.2, -0.6], [-0.7, -1.7, -1.9], [1.0, 0.5, -1.3], [-0.4, 0.1, 0.3], [-0.7, 0.4, 2.6], [-2.5, 0.6, -3.5], [1.8, 0.6, 1.1], [0.8, 0.2, 1.4], [1.6, 0.1, 1.6], [1.1, -1.4, -0.1], [0.7, -1.0, 0.9], [-0.1, 1.9, 0.9], [-0.5, 0.2, -1.9], [1.9, 1.6, -3.1], [-0.7, -1.7, 2.1], [-0.4, -0.3, 1.0], [-2.6, 1.0, 0.9], [1.7, 0.6, 2.1], [0.0, -1.1, -0.3], [0.4, -0.5, -1.0], [-0.8, 1.4, -0.4], [0.2, 2.2, -2.0], [-0.6, -0.9, -0.1], [-0.8, 0.3, 0.6], [-0.2, -2.8, -0.1], [-2.6, -0.3, 0.0], [1.9, 0.9, -2.1], [0.6, 0.0, 1.2], [0.3, -0.7, 0.5], [-5.1, 0.2, -1.8], [0.7, 1.7, 1.3], [1.6, 0.3, -0.5], [2.6, -2.5, 1.3], [0.1, -0.3, 0.1], [-2.1, 0.9, 1.9], [0.2, -0.8, -0.2], [-0.4, -0.2, -0.4], [0.3, -0.6, 1.0], [-0.3, 0.0, -0.5], [0.4, 0.2, -0.9], [0.0, 0.3, -0.6], [0.9, 0.0, -0.1], [0.6, 0.1, 0.1], [0.2, 3.0, -1.2], [0.3, -1.9, 2.0], [0.3, -0.4, -1.5], [1.0, 0.6, 0.5], [-0.4, -0.5, 1.0], [-0.4, -0.3, 0.1], [-1.0, 0.7, 0.9], [0.2, -0.3, -0.7], [-0.2, -0.2, -0.3], [-0.1, -0.3, -0.2], [-0.2, 1.7, 0.3], [1.4, -1.9, -0.9], [0.2, -0.4, 1.5], [-0.2, -0.4, -0.5], [-0.3, 0.2, 0.2], [0.2, 0.1, 0.3], [-0.6, 0.7, -0.9], [-0.6, -0.5, 0.7], [0.0, 0.6, -0.9]], "lowdin_charge": [1.488, -0.686, 0.117, 0.092, 0.154, 0.509, -0.296, -0.322, -0.442, -0.591, 0.108, 0.082, 0.081, 0.542, -0.304, -0.328, -0.449, -0.562, 0.126, 0.078, 0.071, 0.549, -0.453, -0.343, -0.291, -0.737, 0.181, 0.151, 0.130, 0.600, -0.321, -0.345, -0.453, -0.216, -0.238, -0.136, -0.059, 0.107, 0.115, 0.100, 0.121, 0.098, 0.040, -0.183, -0.190, -0.159, -0.144, 0.117, 0.113, 0.125, 0.108, 0.100, 0.097, -0.063, -0.292, -0.157, 0.075, 0.074, 0.058, 0.112, 0.089, 0.049], "e_tot_ev": -139864.25423, "charge": -2, "orbital_gap_ev": 7.72}